# 1
{
  "formula": "C5H25O11",
  "method": "wB97M-V/def2-TZVPD",
  "species": ["H", "O", "C", "H", "O", "O", "C", "H", "H", "O", "H", "H", "H", "H", "H", "H", "H", "H", "O", "O", "O", "H", "O", "C", "C", "O", "H", "H", "H", "H", "H", "H", "H", "H", "O", "H", "H", "O", "C", "H", "H"],
  "coordinates": [[0.041117, 3.863825, 2.412696], [-0.504573, -1.156694, 2.709074], [0.470319, -1.345854, -1.553259], [-1.201859, 2.852892, -0.156590], [-0.735583, -0.181133, 0.702043], [1.785310, -0.207689, -3.301692], [-0.043444, -2.375105, 0.608504], [1.455573, 1.138976, 2.083974], [1.697790, -2.925549, -0.687996], [2.048519, 0.405382, 1.932646], [-2.065201, -1.843028, -1.444371], [0.276501, -3.267546, 1.260421], [2.114538, -2.020065, -2.893379], [-1.808910, 2.461108, -3.161539], [-1.683624, 1.678366, 3.471925], [-2.303643, -0.038106, 2.357755], [0.095094, 2.560801, 3.333950], [-1.134801, 0.410311, 3.048698], [0.687363, 3.291632, 2.940884], [-2.037521, 1.542720, -2.736483], [-0.376760, 2.538179, -0.458359], [1.902100, -1.497192, 0.030092], [3.760095, 0.843636, -0.990544], [1.121505, -1.373414, -2.926437], [-0.462914, -1.180592, 1.364344], [-2.677721, -2.108856, -2.199831], [1.560459, 0.499373, -2.721337], [1.386004, -0.114799, 2.444204], [0.397090, -1.449354, -3.734123], [-2.366945, 1.268702, 1.364029], [-0.569962, -1.851689, -1.758309], [0.199300, -0.342094, -1.113741], [3.857266, 0.377391, -0.120619], [-0.187855, 1.835824, 0.132126], [-2.755492, 0.863133, 2.057671], [3.348975, 0.134571, -1.595096], [-1.449336, 1.541243, -1.857583], [-0.801946, 1.256268, 3.653201], [1.147816, -2.057432, -0.429628], [-0.928355, -2.747314, 0.080486], [-3.256291, -1.280830, -2.147806]],
  "atomic_forces_ev_per_a": [[1.5, -1.3, 1.1], [-0.4, -0.6, -3.6], [-2.3, -0.1, -1.1], [-1.5, 0.8, 0.5], [-0.4, 0.9, -0.8], [1.4, 1.9, -0.6], [2.3, -2.9, 0.3], [0.4, 2.0, -0.6], [-0.1, -1.4, -0.6], [-1.2, -0.8, 0.9], [-1.1, -0.8, -1.3], [-0.5, 1.6, -0.5], [-2.8, -0.3, -0.4], [-0.5, -2.7, 1.4], [1.1, 0.2, 0.7], [-1.4, 2.6, -2.0], [0.9, 0.7, -0.7], [3.3, 1.8, 2.4], [-2.0, 0.7, -0.7], [2.2, 2.4, 1.4], [0.7, 0.6, -1.6], [0.8, 1.5, 1.0], [-0.6, -2.3, -0.3], [2.4, -0.5, 0.6], [0.2, 0.8, 4.1], [-0.4, 2.5, 1.9], [-0.5, 1.0, 0.6], [0.9, -1.2, -0.2], [-0.1, -1.4, 0.1], [2.6, 0.9, -3.5], [2.4, 0.9, 0.5], [0.3, -0.7, -1.2], [-0.4, 0.7, -1.0], [0.6, -1.6, 1.2], [-2.9, -4.0, 4.9], [0.9, 1.6, 1.2], [-1.5, 0.2, -2.7], [-2.9, -1.4, -1.5], [-2.7, -0.6, 1.1], [0.2, 0.0, -0.2], [0.9, -1.6, -0.6]],
  "lowdin_charge": [0.049, -0.123, -0.203, 0.020, -0.041, -0.099, -0.086, -0.004, 0.091, -0.060, 0.016, 0.134, 0.152, 0.077, 0.044, 0.101, -0.014, 0.060, -0.148, -0.175, -0.014, 0.075, -0.110, -0.254, -0.637, -0.118, 0.056, 0.030, 0.112, -0.044, 0.099, 0.116, 0.038, -0.006, -0.072, 0.044, 0.052, -0.173, -0.160, 0.102, 0.072],
  "e_above_lowest_kj_mol": 165.46,
  "charge": -1,
  "lumo_ev": 2.66,
  "fmax_ev_per_a": 6.92,
  "homo_lumo_gap_ev": 9.122
}



# 2
{
  "formula": "C5H26N3O6",
  "method": "wB97M-V/def2-TZVPD",
  "species": ["C", "H", "H", "C", "H", "H", "O", "O", "H", "N", "C", "H", "H", "H", "H", "H", "H", "H", "O", "H", "H", "C", "C", "O", "H", "O", "H", "H", "H", "H", "H", "N", "H", "H", "N", "H", "H", "H", "H", "O"],
  "coordinates": [[2.483313, -0.303982, -0.024146], [-2.307705, -0.047868, 0.632065], [-2.181593, 1.891674, 1.902472], [1.254518, -0.166143, 0.662633], [1.873957, 1.666999, 1.375278], [-3.345296, -0.792783, 1.518859], [1.472713, -3.856104, -0.072151], [-1.544109, 2.726457, -1.770372], [1.097446, 1.829697, -1.169871], [0.273183, -1.250175, 0.550309], [-0.250838, 1.842233, 1.283406], [-0.450184, 2.006610, 0.221863], [-3.103042, -1.759520, -1.123130], [-0.690250, 3.906408, 1.482808], [-1.760349, 1.942198, -2.285935], [3.726425, -1.386435, -1.193015], [0.048181, 3.062453, 3.040225], [-1.274893, 0.890454, 2.827580], [-2.749695, -0.906858, 0.772075], [0.992101, 3.600572, 1.668844], [3.244042, 0.411968, 0.242321], [0.007561, 3.228387, 1.968279], [1.021733, 1.001722, 1.526986], [-2.675405, -2.277822, -1.809425], [1.713289, 2.467402, -2.439705], [-0.113704, -2.661530, -2.111402], [-0.123057, -1.765331, -2.452900], [-2.092095, 3.414070, -2.170485], [-0.854106, -3.169130, -2.460288], [1.938886, -4.700806, 0.004405], [-3.390874, -2.432736, -2.440700], [2.890611, -1.396062, -0.628942], [0.909196, -4.000624, -0.848281], [0.301011, -1.528805, -0.447245], [-1.426621, 1.213491, 1.879471], [0.586910, -2.053770, 1.113960], [1.214729, 0.811580, 2.596243], [2.217106, -2.143505, -0.794844], [-0.722706, -1.040140, 0.797685], [1.789620, 1.725745, -1.824915]],
  "atomic_forces_ev_per_a": [[0.8, -1.1, 1.0], [-0.7, 0.1, 0.7], [-0.1, -0.1, 0.1], [-0.2, 0.1, 0.5], [0.0, 0.1, -0.5], [0.0, 0.1, 0.1], [-0.1, -0.1, -0.4], [0.0, -0.2, 0.0], [-0.3, 0.6, -0.2], [0.5, 0.5, -0.6], [0.3, 0.9, 1.6], [0.1, -0.1, 0.0], [0.0, 0.0, 0.5], [-0.4, 0.3, 1.0], [0.0, 0.0, -0.1], [0.5, -0.1, 0.1], [-0.6, 0.6, 0.1], [0.1, 0.2, 0.1], [0.6, -0.4, -0.9], [0.0, 0.1, 0.0], [0.0, 0.5, -0.6], [0.9, -1.0, -1.7], [0.7, 0.5, -0.2], [-0.5, 0.1, -0.5], [-0.1, 0.0, 0.1], [1.6, 0.0, 0.8], [-0.6, -0.2, -0.8], [0.1, 0.1, 0.1], [-0.4, 0.6, 0.1], [0.1, 0.2, 0.3], [0.1, -0.1, 0.0], [-1.4, 1.1, -0.4], [-0.2, 0.2, 0.0], [-0.8, -0.9, 0.2], [0.0, -0.3, -0.7], [-0.2, -0.4, -0.2], [-0.7, -0.5, 0.0], [0.4, -0.7, 0.0], [0.1, 0.1, 0.2], [0.3, -0.5, 0.1]],
  "lowdin_spin": [0.098, 0.000, 0.001, 0.419, 0.001, 0.000, 0.001, 0.000, 0.002, 0.045, 0.031, 0.000, 0.000, 0.001, 0.000, 0.006, 0.001, 0.000, 0.001, 0.000, -0.001, 0.010, 0.067, 0.000, 0.001, 0.001, 0.000, 0.000, 0.000, 0.000, 0.000, 0.251, 0.000, 0.004, 0.005, 0.013, 0.028, 0.004, 0.002, 0.006],
  "spin_multiplicity": 2,
  "e_above_lowest_kj_mol": 0.00,
  "charge": 2,
  "lumo_ev": [-6.76, -10.39],
  "fmax_ev_per_a": 2.22,
  "homo_lumo_gap_ev": [9.544, 5.902]
}



# 3
{
  "formula": "C5H26NO8",
  "method": "wB97M-V/def2-TZVPD",
  "species": ["H", "C", "H", "H", "H", "H", "C", "O", "H", "N", "O", "C", "H", "H", "C", "O", "H", "H", "C", "H", "H", "H", "H", "H", "H", "H", "O", "H", "O", "H", "O", "O", "H", "H", "H", "H", "H", "H", "H", "O"],
  "coordinates": [[0.472819, -0.694000, 3.545290], [-1.216520, 2.107929, 0.662602], [-2.914215, 0.145710, 2.719669], [0.688797, 1.004313, -2.077090], [1.490913, 2.568683, 0.269932], [-0.230232, -0.205820, -2.087275], [-0.325586, 3.047204, 1.399102], [-0.308223, -1.751800, -3.234103], [-2.137885, -2.106869, 0.919307], [-1.542141, 0.893782, 1.379716], [0.044094, 0.540645, -1.532633], [-1.841555, 2.373495, -0.463883], [-1.521296, 3.206161, -1.088232], [2.596574, 0.050357, -3.049505], [-2.428133, 1.025018, 2.284750], [-2.021335, -1.366562, 0.317682], [3.477940, -0.858480, 0.144125], [-0.407107, 4.062491, 0.913290], [1.186911, 2.572047, 1.308667], [1.705912, 3.026349, 2.130233], [-1.301401, -3.006605, -2.470198], [2.236745, -2.528214, 1.463825], [-2.674942, -2.617663, -2.779932], [2.540683, -1.488120, -1.021650], [0.512804, -1.590066, -3.724848], [-1.923879, -1.646650, -0.606477], [2.841271, -1.527841, -0.109144], [3.732766, -0.885281, -2.985888], [2.171334, -2.490858, 2.432789], [-1.293341, -0.102952, 1.116910], [2.804895, -0.871134, -3.258762], [-2.152546, -2.886170, -2.011895], [3.023966, -2.682704, 2.831099], [1.180422, 1.490729, 1.319097], [0.538155, -1.706106, 2.484916], [-2.624357, 1.768392, -0.962649], [-0.522456, 3.492101, 2.377065], [-2.885206, 1.998933, 2.582016], [-1.015373, -1.470765, -3.841774], [0.040747, -0.889689, 2.703838]],
  "atomic_forces_ev_per_a": [[-0.2, 0.3, 0.0], [-0.4, 0.7, 0.9], [0.7, 0.1, 0.0], [-0.1, 0.1, 0.1], [0.7, 1.5, -0.2], [0.1, -0.2, 0.1], [2.3, 2.0, -1.6], [0.3, 0.8, -1.0], [0.0, -0.4, -0.5], [-1.4, 0.6, 1.1], [0.2, -0.1, -0.2], [-0.5, -0.2, -1.4], [-0.2, 0.2, 0.6], [-0.2, -0.1, -0.2], [-1.0, -0.2, 0.2], [0.1, 0.5, 0.4], [-0.1, 0.2, -0.5], [0.2, -1.1, -0.4], [-2.6, -0.9, -0.4], [1.0, 0.1, -0.3], [0.0, -0.2, 0.7], [0.6, 0.1, 0.2], [-0.6, -0.1, 0.4], [0.4, 0.5, -0.1], [0.1, -0.2, 0.1], [-0.2, -0.8, 0.1], [-0.4, -0.8, 0.5], [0.1, -0.5, -0.3], [-0.3, -0.2, 0.0], [0.1, 0.7, -0.4], [0.1, 0.6, 0.5], [-0.1, -0.1, -0.6], [0.0, -0.1, -0.3], [0.0, -0.6, 1.4], [-0.2, 0.5, 0.0], [0.8, 0.0, 0.7], [-0.7, -1.5, 0.6], [0.9, -0.6, -0.5], [0.4, -0.1, 0.2], [0.1, -0.6, 0.2]],
  "lowdin_charge": [0.055, -0.359, 0.122, 0.039, 0.066, 0.003, -0.184, -0.059, 0.078, 0.075, -0.046, 0.088, 0.089, 0.041, 0.152, -0.036, 0.056, 0.126, -0.056, 0.072, 0.029, 0.023, 0.059, 0.018, 0.066, 0.027, -0.040, 0.061, -0.061, 0.103, -0.042, -0.060, 0.062, 0.047, 0.016, 0.097, 0.113, 0.142, 0.090, -0.072],
  "e_above_lowest_kj_mol": 380.54,
  "charge": 1,
  "lumo_ev": -3.17,
  "fmax_ev_per_a": 3.46,
  "homo_lumo_gap_ev": 9.602
}